{
  "formula": "C5H7ClN2",
  "method": "the ωB97M-V functional and the def2-TZVPD basis",
  "smiles": "[H]/N=C1\\NC(=C)C[C@@H]1Cl",
  "de_lowest_ev": 2.6772,
  "charge": 0,
  "spin_multiplicity": 1,
  "homo_energy_ev": -8.9,
  "species": ["C", "H", "H", "H", "Cl", "H", "N", "H", "N", "H", "C", "C", "H", "C", "C"],
  "xyz": [[0.81377, -0.35729, -0.27002], [2.81466, 0.07744, -0.96444], [-1.24221, 2.91215, -0.32560], [-2.06876, -0.40967, 1.22617], [-2.39517, -1.08996, -0.59793], [2.67185, -1.48334, -0.06454], [-1.62967, 2.14575, 0.18501], [-0.20400, -2.25358, 0.16600], [0.13983, 0.79303, -0.84727], [0.76854, 1.65516, -0.94515], [-0.85865, 1.07525, 0.07670], [-0.05025, -1.15015, 0.62039], [0.41506, -1.02417, 1.59898], [2.21488, -0.54752, -0.29351], [-1.38988, -0.34308, 0.43521]],
  "forces_ev_per_angstrom": [[5.847, 0.276, -0.848], [-0.201, 0.013, 0.389], [0.460, 0.769, -0.448], [0.192, 1.009, 2.484], [-2.782, -1.891, -4.724], [-0.031, -0.453, 0.724], [2.071, -3.352, 0.866], [0.559, 2.386, 1.655], [2.669, 1.377, 1.859], [-0.894, -1.898, -0.353], [-5.189, 1.230, -1.805], [-1.884, -1.237, -1.759], [-0.562, -0.718, 0.158], [-3.682, 1.265, -1.935], [3.428, 1.223, 3.737]]
}